No. 1
Formula: C3H10N2O2
Source: OMol25
Level of theory: wB97M-V/def2-TZVPD

Results
**Energy above the lowest of the compared OMol25 structures with the same formula, charge and spin**: 2.303 eV
**Kohn-Sham gap**: 10.44 eV
**SMILES**: NCCC(N)=O.O

Element x y z (Å)
C  -0.06  -0.05  0.25
C  1.21  -0.53  -0.39
C  2.18  -0.89  0.64
N  2.27  -2.29  0.73
O  3.01  -0.32  1.33
N  -1.04  0.67  -0.77
H  0.24  0.76  1.06
H  -0.52  -0.79  0.96
H  1.65  0.22  -1.19
H  0.89  -1.35  -1.13
H  2.83  -2.85  1.39
H  1.66  -2.90  0.21
H  -1.77  1.16  -0.06
H  -1.62  -0.05  -1.18
H  -5.23  3.56  -1.69
H  -5.17  2.62  -0.54
O  -5.71  2.79  -1.40

Per-atom Mulliken charges, elementary charge units: C -0.552; C -0.332; C 0.566; N -0.384; O -0.619; N -0.639; H 0.313; H 0.299; H 0.251; H 0.193; H 0.209; H 0.171; H 0.265; H 0.257; H 0.318; H 0.322; O -0.640

---

No. 2
Formula: C3H10N2O2S
Source: OMol25
Level of theory: wB97M-V/def2-TZVPD

Results
**Energy above the lowest of the compared OMol25 structures with the same formula, charge and spin**: 2.884 eV
**Kohn-Sham gap**: 9.52 eV
**SMILES**: NC(=O)[C@@H](N)CS.O

Element x y z (Å)
N  -0.68  -1.25  0.25
C  -0.15  -0.30  -0.84
C  -0.66  1.08  -0.56
S  -2.40  1.33  -0.32
C  1.37  -0.38  -0.57
N  2.14  -1.06  -1.48
O  1.80  -0.18  0.50
H  -0.53  -0.78  1.23
H  -2.64  0.21  0.32
H  -0.06  -2.07  0.30
H  -0.74  -0.71  -1.84
H  -0.38  1.85  -1.26
H  -0.22  1.44  0.38
H  1.72  -1.29  -2.38
H  3.19  -1.17  -1.26
H  -0.14  1.16  1.87
H  -0.95  0.74  3.02
O  -0.68  1.39  2.63

Per-atom Mulliken charges, elementary charge units: N -0.684; C 0.414; C -0.866; S -0.161; C 0.270; N -0.420; O -0.544; H 0.166; H 0.144; H 0.313; H 0.319; H 0.339; H 0.171; H 0.227; H 0.261; H 0.363; H 0.247; O -0.559

---

No. 3
Formula: C3H10N2O3
Source: OMol25
Level of theory: wB97M-V/def2-TZVPD

Results
**Energy above the lowest of the compared OMol25 structures with the same formula, charge and spin**: 12.946 eV
**Kohn-Sham gap**: 3.65 eV

Element x y z (Å)
C  -3.19  0.70  -0.33
C  -2.31  -0.10  0.44
N  -1.04  0.43  0.71
C  -0.09  0.20  -0.38
N  -2.75  0.24  -1.38
H  -3.79  1.57  -0.06
H  -2.48  -1.13  0.76
H  -0.54  -0.04  1.48
H  0.21  1.05  -1.00
H  2.69  0.22  -0.58
H  3.49  1.71  -0.03
O  3.14  0.86  0.27
H  0.83  -0.07  0.25
H  1.01  -1.78  2.30
O  0.21  -1.51  1.82
H  2.63  -1.30  -1.72
H  -0.31  -0.60  -1.08
O  2.29  -0.45  -1.49

Per-atom Mulliken charges, elementary charge units: C -0.069; C -0.046; N -0.181; C -0.673; N -0.296; H 0.332; H 0.405; H 0.444; H 0.332; H 0.442; H 0.263; O -0.729; H 0.233; H 0.261; O -0.714; H 0.262; H 0.360; O -0.627

---

No. 4
Formula: C3H10N2O3
Source: OMol25
Level of theory: wB97M-V/def2-TZVPD

Results
**2S+1**: 2
**Energy above the lowest of the compared OMol25 structures with the same formula, charge and spin**: 0.967 eV
**Kohn-Sham gap (spin up / spin down)**: 10.87 / 5.43 eV
**Charge**: +1

Element x y z (Å)
C  -0.83  -0.79  -0.62
C  -1.26  -0.49  0.82
O  -2.58  -1.03  0.93
N  0.61  -1.13  -0.74
C  1.55  -0.27  -1.04
N  1.31  0.99  -1.49
O  2.78  -0.56  -0.82
H  -1.37  -1.64  -0.97
H  -1.05  0.00  -1.33
H  -0.61  -0.99  1.54
H  -1.36  0.56  1.00
H  -3.18  -0.40  1.33
H  0.89  -1.95  -0.21
H  0.58  1.06  -2.19
H  2.15  1.49  -1.80
H  0.68  1.81  2.66
H  1.12  1.39  1.19
O  0.57  1.96  1.72

Per-atom Mulliken charges, elementary charge units: C -0.454; C -0.329; O -0.535; N -0.159; C 0.690; N -0.360; O -0.233; H 0.357; H 0.245; H 0.187; H 0.404; H 0.336; H 0.299; H 0.266; H 0.295; H 0.333; H 0.279; O -0.620

---

No. 5
Formula: C3H10N2OP
Source: OMol25
Level of theory: wB97M-V/def2-TZVPD

Results
**Energy above the lowest of the compared OMol25 structures with the same formula, charge and spin**: 5.666 eV
**Kohn-Sham gap**: 7.99 eV
**Charge**: +1

Element x y z (Å)
C  -1.99  -0.25  0.13
C  2.36  -2.65  -1.17
C  0.80  2.41  1.13
N  -0.81  0.58  0.25
N  1.76  -1.43  -0.68
O  0.60  -1.14  -0.99
P  -0.84  2.16  0.24
H  -1.59  -1.30  0.00
H  -2.59  0.00  1.10
H  -2.59  0.08  -0.76
H  3.21  -2.31  -1.83
H  1.76  -3.31  -1.74
H  2.84  -3.12  -0.31
H  0.48  2.40  2.22
H  1.40  3.34  1.00
H  1.46  1.48  0.90
H  0.04  0.02  0.12

Per-atom Mulliken charges, elementary charge units: C -0.727; C -0.612; C -0.715; N 0.030; N -0.027; O -0.356; P 0.291; H 0.276; H 0.304; H 0.327; H 0.256; H 0.385; H 0.284; H 0.306; H 0.349; H 0.163; H 0.468

---

No. 6
Formula: C3H10N2P
Source: OMol25
Level of theory: wB97M-V/def2-TZVPD

Results
**Energy above the lowest of the compared OMol25 structures with the same formula, charge and spin**: 3.335 eV
**Kohn-Sham gap**: 10.20 eV
**SMILES**: [H]/N=C/[C@H](P)[NH2+]C
**Charge**: +1

Element x y z (Å)
C  -0.98  0.75  0.97
C  1.74  0.54  -0.81
C  -0.58  -0.06  -0.22
N  -1.09  0.06  2.05
N  0.92  -0.35  -0.16
P  -1.31  -1.83  -0.25
H  -1.17  1.76  0.95
H  2.73  0.18  -1.28
H  1.24  1.30  -1.54
H  2.15  1.25  0.04
H  -0.88  0.62  -1.30
H  -1.41  0.63  2.83
H  1.28  -0.44  0.88
H  1.10  -1.28  -0.53
H  -2.38  -1.88  -1.13
H  -2.25  -1.73  0.76

Per-atom Mulliken charges, elementary charge units: C -0.444; C -0.864; C 0.049; N -0.520; N -0.242; P -0.121; H 0.501; H 0.342; H 0.277; H 0.315; H 0.424; H 0.265; H 0.440; H 0.394; H 0.094; H 0.090

---

No. 7
Formula: C3H10N2P
Source: OMol25
Level of theory: wB97M-V/def2-TZVPD

Results
**Energy above the lowest of the compared OMol25 structures with the same formula, charge and spin**: 1.242 eV
**Kohn-Sham gap**: 9.58 eV
**SMILES**: C/[NH+]=C(/P)CN
**Charge**: +1

Element x y z (Å)
C  0.05  -1.32  0.21
C  -1.25  1.54  -0.23
C  0.75  0.08  0.05
N  -1.23  -1.33  -0.45
N  0.15  1.21  -0.13
P  2.56  -0.02  -0.04
H  -0.13  -1.36  1.30
H  -1.85  0.64  -0.29
H  -1.53  2.13  0.65
H  -1.40  2.17  -1.11
H  0.64  -2.32  -0.01
H  -1.88  -1.98  -0.02
H  -1.16  -1.56  -1.43
H  0.76  2.02  -0.22
H  2.69  -0.98  0.95
H  2.81  1.09  0.77

Per-atom Mulliken charges, elementary charge units: C -0.571; C -0.765; C 0.447; N -0.541; N -0.168; P -0.073; H 0.352; H 0.365; H 0.318; H 0.315; H 0.374; H 0.236; H 0.213; H 0.279; H 0.124; H 0.095

---

No. 8
Formula: C3H10N2S
Source: OMol25
Level of theory: wB97M-V/def2-TZVPD

Results
**2S+1**: 2
**Energy above the lowest of the compared OMol25 structures with the same formula, charge and spin**: 1.564 eV
**Kohn-Sham gap (spin up / spin down)**: 4.26 / 7.52 eV
**Charge**: -1

Element x y z (Å)
C  -0.17  -1.23  -1.83
N  1.06  -1.83  -1.29
H  -1.18  -1.59  -1.50
H  -0.12  -1.14  -2.91
H  1.50  -2.43  -1.92
H  1.62  -1.01  -1.21
C  0.23  1.05  1.55
C  -0.22  -0.10  0.74
S  -0.31  0.86  -1.29
N  -0.74  2.18  1.73
H  1.08  1.48  0.99
H  0.59  0.77  2.54
H  -1.29  -0.32  0.74
H  0.51  -0.96  0.70
H  -1.58  1.82  2.13
H  -0.98  2.48  0.81

Per-atom Mulliken charges, elementary charge units: C -0.609; N -0.599; H 0.253; H 0.292; H 0.236; H 0.216; C -0.423; C -0.847; S -0.604; N -0.698; H 0.246; H 0.358; H 0.210; H 0.453; H 0.246; H 0.270

---

No. 9
Formula: C3H10N2S
Source: OMol25
Level of theory: wB97M-V/def2-TZVPD

Results
**Energy above the lowest of the compared OMol25 structures with the same formula, charge and spin**: 5.927 eV
**Kohn-Sham gap**: 4.77 eV

Element x y z (Å)
N  0.38  0.48  1.27
C  -0.40  1.64  1.08
C  -0.11  2.59  0.20
S  2.21  -0.15  -1.29
C  -0.21  -2.22  -0.23
N  -1.32  -1.42  0.03
H  1.17  0.38  0.63
H  -0.21  -0.32  1.04
H  -1.37  1.52  1.56
H  -0.81  3.38  -0.05
H  0.84  2.55  -0.31
H  1.29  0.26  -2.18
H  -0.03  -2.91  0.59
H  -0.29  -2.67  -1.21
H  0.73  -1.55  -0.31
H  -1.87  -1.58  -0.81

Per-atom Mulliken charges, elementary charge units: N -0.540; C 0.052; C -0.693; S -0.379; C -0.350; N -0.407; H 0.117; H 0.489; H 0.354; H 0.251; H 0.208; H 0.164; H 0.283; H 0.363; H -0.182; H 0.272

---

No. 10
Formula: C3H10N2S
Source: OMol25
Level of theory: wB97M-V/def2-TZVPD

Results
**Energy above the lowest of the compared OMol25 structures with the same formula, charge and spin**: 1.439 eV
**Kohn-Sham gap**: 10.14 eV
**SMILES**: NCNCCS

Element x y z (Å)
C  -0.20  -0.09  -0.76
C  0.89  -0.52  -1.77
S  0.21  -1.39  -3.42
N  0.42  0.03  0.58
C  -0.39  0.81  1.57
N  -0.48  0.15  2.93
H  -0.67  0.82  -1.20
H  -0.95  -0.92  -0.56
H  1.60  -1.31  -1.25
H  1.32  0.44  -2.14
H  -0.87  -0.70  -3.51
H  1.29  0.47  0.46
H  -0.01  1.86  1.81
H  -1.39  1.12  1.21
H  -1.17  -0.57  3.02
H  0.41  -0.19  3.02

Per-atom Mulliken charges, elementary charge units: C -0.417; C -0.754; S -0.206; N -0.384; C -0.412; N -0.593; H 0.292; H 0.312; H 0.337; H 0.376; H 0.100; H 0.261; H 0.277; H 0.357; H 0.223; H 0.233

---

No. 11
Formula: C3H10N2S
Source: OMol25
Level of theory: wB97M-V/def2-TZVPD

Results
**Energy above the lowest of the compared OMol25 structures with the same formula, charge and spin**: 0.132 eV
**Kohn-Sham gap**: 9.94 eV
**SMILES**: NC[C@@H](N)CS

Element x y z (Å)
N  -0.33  -1.55  0.43
C  -0.10  -0.10  0.45
C  -0.01  0.46  -0.98
S  1.53  0.08  -1.86
C  -1.27  0.56  1.17
N  -1.30  0.22  2.60
H  -0.52  -1.81  1.39
H  2.04  1.29  -1.81
H  0.53  -2.04  0.22
H  0.86  0.16  0.93
H  -0.11  1.53  -0.91
H  -0.82  0.05  -1.57
H  -1.18  1.64  1.06
H  -2.15  0.19  0.64
H  -1.97  -0.52  2.78
H  -1.53  1.03  3.15

Per-atom Mulliken charges, elementary charge units: N -0.750; C 0.511; C -0.949; S -0.214; C -0.807; N -0.572; H 0.271; H 0.115; H 0.259; H 0.184; H 0.380; H 0.349; H 0.473; H 0.313; H 0.230; H 0.208

---

No. 12
Formula: C3H10N2S
Source: OMol25
Level of theory: wB97M-V/def2-TZVPD

Results
**Energy above the lowest of the compared OMol25 structures with the same formula, charge and spin**: 1.133 eV
**Kohn-Sham gap**: 7.31 eV

Element x y z (Å)
N  -2.27  -1.22  1.37
C  -1.81  -0.35  0.46
N  -1.08  0.68  0.67
H  -2.42  -1.02  2.32
H  -2.88  -1.95  1.01
H  -1.95  -0.61  -0.63
H  -0.51  1.19  -0.34
H  -1.00  0.89  1.69
C  1.79  -0.45  -0.54
C  1.87  0.96  -1.07
S  0.26  1.47  -1.78
H  1.29  -1.12  -1.21
H  1.29  -0.42  0.46
H  2.78  -0.87  -0.28
H  2.62  1.16  -1.89
H  2.04  1.67  -0.25

Per-atom Mulliken charges, elementary charge units: N -0.387; C 0.214; N -0.343; H 0.205; H 0.238; H 0.291; H 0.078; H 0.168; C -0.832; C -0.463; S -0.495; H 0.263; H 0.195; H 0.329; H 0.288; H 0.252

---

Question: What is the formula in the second record?
Answer: C3H10N2O2S